ORCA calculation (ωB97M-V with the def2-TZVPD basis set) on C3H4O3Sr as an isolated structure at a distorted geometry.

Each line ends with the Löwdin charge.
Atoms and positions in Å:
O  -0.912  -0.632  -1.460  -0.05
C  0.282  -0.635  -1.030  -0.62
O  1.272  -0.188  -1.751  -0.34
Sr  3.003  0.631  -0.646  1.68
O  1.519  0.180  0.903  -0.51
C  0.372  -0.451  0.460  -0.41
H  0.142  -1.413  0.954  0.13
C  -1.150  0.406  0.603  -0.05
H  -1.765  1.119  0.030  0.05
H  -1.985  -0.295  0.765  0.06
H  -0.779  1.277  1.172  0.05

Its relative energy (zero: lowest compared OMol25 entry of this formula, charge and spin) is 0.699 eV. Its total energy is -10151.69826 eV. As for the charge: 0. Its multiplicity is 1. The value obtained for the LUMO energy is -1.6 eV.

***

ORCA calculation (ωB97M-V with the def2-TZVPD basis set) on C3H4O3Yb as an isolated structure at a distorted geometry.

Each line ends with the Löwdin charge.
Atoms and positions in Å:
O  -0.406  -1.901  0.540  -0.40
C  0.153  -0.984  1.397  -0.35
C  0.735  0.199  0.656  -0.18
O  1.246  -0.086  -0.489  -0.16
Yb  -0.411  -1.409  -1.534  1.44
H  0.993  -1.405  1.995  0.15
H  -0.548  -0.552  2.146  0.13
H  1.212  0.994  1.257  0.15
C  -0.941  0.975  -1.235  0.07
O  -0.632  1.881  -2.152  0.02
H  -1.401  2.286  -2.580  0.13

Its relative energy (zero: lowest compared OMol25 entry of this formula, charge and spin) is 3.046 eV. Its total energy is -40836.33074 eV. As for the charge: +1. Its multiplicity is 2. The value obtained for the LUMO energy (spin up / spin down) is -5.6 / -5.3 eV.

***

ORCA calculation (ωB97M-V with the def2-TZVPD basis set) on C3H4O4 as an isolated structure at a distorted geometry.

Each line ends with the Löwdin charge.
Atoms and positions in Å:
C  -1.133  0.233  -0.067  -0.54
C  0.155  -0.529  0.099  -0.02
C  1.521  0.188  -0.176  -0.46
H  -2.269  -1.179  -0.370  0.11
H  0.134  -1.874  -0.351  0.24
H  0.315  -0.888  1.244  0.18
H  0.626  1.940  0.107  0.14
O  -2.323  -0.252  -0.191  0.18
O  -1.058  1.462  -0.023  0.07
O  1.570  1.551  -0.126  0.07
O  2.462  -0.654  -0.147  0.03

Its relative energy (zero: lowest compared OMol25 entry of this formula, charge and spin) is 1.656 eV. Its total energy is -11364.35590 eV. As for the charge: 0. Its multiplicity is 1. The value obtained for the LUMO energy is 0.1 eV.

***

ORCA calculation (ωB97M-V with the def2-TZVPD basis set) on one molecule with the formula C3H4O4 at a distorted geometry.

Each line ends with the Löwdin charge.
Atoms and positions in Å:
C  -0.882  0.466  0.340  0.01
C  0.306  1.266  0.136  -0.47
O  0.529  2.406  0.487  0.17
O  1.062  0.611  -0.869  0.14
C  1.958  -0.038  -0.144  -0.56
O  1.730  -0.241  1.048  0.12
O  3.078  -0.552  -0.700  0.17
H  -0.774  -0.492  0.860  0.11
H  -1.343  0.283  -0.560  0.07
H  -1.676  0.949  0.961  0.12
H  3.514  -0.295  -1.500  0.12

Its relative energy (zero: lowest compared OMol25 entry of this formula, charge and spin) is 0.718 eV. Its total energy is -11365.29475 eV. Its structure (SMILES) is CC(=O)OC(=O)O. As for the charge: 0. Its multiplicity is 1. The value obtained for the LUMO energy is 0.4 eV.